[1]
Formula: C20H13F5O
Source: the OMol25 dataset
Level of theory: wB97M-V/def2-TZVPD

The geometry in XYZ format:
```
39
Properties=species:S:1:pos:R:3:nbo_charge:R:1
F -3.73 4.49 1.52 -0.322
C -3.51 3.14 1.34 0.381
C -4.61 2.28 1.32 -0.190
C -4.35 0.91 1.15 -0.216
C -3.06 0.44 0.97 -0.113
C -1.92 1.32 0.96 -0.076
C -0.64 0.71 0.82 0.192
C 0.65 1.31 0.98 -0.171
C 1.79 0.44 1.00 -0.062
C 3.08 0.91 1.13 -0.218
C 3.33 2.28 1.28 -0.175
C 2.23 3.13 1.33 0.364
F 2.44 4.47 1.52 -0.324
C 0.92 2.69 1.19 -0.171
C -2.20 2.71 1.17 -0.208
H -5.62 2.68 1.42 0.248
H -5.19 0.22 1.17 0.237
H -2.86 -0.62 0.87 0.239
H -0.68 -0.37 0.87 0.290
H 1.61 -0.63 0.92 0.260
H 3.91 0.21 1.11 0.239
H 4.34 2.68 1.37 0.246
H 0.12 3.41 1.30 0.215
H -1.41 3.44 1.25 0.220
F 1.43 -1.55 -4.51 -0.343
C 0.71 -1.30 -3.37 0.986
F 1.04 -0.04 -2.96 -0.338
F -0.61 -1.27 -3.75 -0.338
C 0.98 -2.34 -2.33 -0.298
C 0.34 -2.15 -1.01 0.450
O -0.07 -1.02 -0.63 -0.804
C 0.34 -3.36 -0.22 -0.364
C 1.22 -4.39 -0.49 -0.185
C 2.01 -4.38 -1.64 -0.320
C 1.86 -3.35 -2.58 -0.157
H -0.32 -3.38 0.65 0.196
H 1.28 -5.23 0.20 0.205
H 2.73 -5.16 -1.85 0.205
H 2.42 -3.34 -3.51 0.222
```

Calculated values
- orbital gap (eV) = 3.58
- energy above the lowest of the compared OMol25 structures with the same formula, charge and spin (kcal per mole) = 48.4

[2]
Formula: C2H3N3O
Source: the OMol25 dataset
Level of theory: wB97M-V/def2-TZVPD

The geometry in XYZ format:
```
9
Properties=species:S:1:pos:R:3:nbo_charge:R:1
O -1.57 1.84 0.00 -0.649
C -0.93 0.81 0.10 0.667
N 0.53 0.76 0.07 -0.564
C 0.92 -0.50 0.01 0.229
N -0.20 -1.23 0.12 -0.356
N -1.33 -0.46 0.22 -0.418
H 1.11 1.59 0.04 0.432
H 1.95 -0.85 -0.05 0.226
H -0.49 -1.96 -0.51 0.433
```

Calculated values
- orbital gap (eV) = 8.90
- energy above the lowest of the compared OMol25 structures with the same formula, charge and spin (kcal per mole) = 31.2

[3]
Formula: C3H6N2O
Source: the OMol25 dataset
Level of theory: wB97M-V/def2-TZVPD

The geometry in XYZ format:
```
12
Properties=species:S:1:pos:R:3:nbo_charge:R:1
N 2.47 0.59 -1.93 -0.311
C 1.77 0.53 -1.01 0.265
C 0.84 0.43 0.14 -0.005
O 1.27 -0.58 1.00 -0.700
C -0.58 0.12 -0.41 -0.236
N -1.35 -0.54 0.64 -0.860
H 0.84 1.41 0.64 0.191
H 0.43 -0.94 1.36 0.495
H -0.49 -0.55 -1.26 0.209
H -1.04 1.05 -0.77 0.196
H -1.98 0.08 1.12 0.374
H -1.89 -1.31 0.27 0.381
```

Calculated values
- SMILES = N#C[C@H](O)CN
- orbital gap (eV) = 11.12
- energy above the lowest of the compared OMol25 structures with the same formula, charge and spin (kcal per mole) = 32.2

[4]
Formula: C16H23BiO
Source: the OMol25 dataset
Level of theory: wB97M-V/def2-TZVPD

The geometry in XYZ format:
```
41
Properties=species:S:1:pos:R:3:nbo_charge:R:1
Bi 0.78 -0.67 1.07 1.834
C -0.68 -1.04 3.55 -0.345
C 0.54 -0.27 3.66 -0.410
C 0.32 0.99 2.97 -0.423
H 1.44 -0.58 4.15 0.207
C -1.03 0.99 2.48 -0.312
C -1.64 -0.25 2.83 -0.303
H -2.65 -0.54 2.58 0.204
H -0.85 -2.04 3.92 0.200
H 1.01 1.82 2.91 0.226
H -1.52 1.80 1.96 0.223
C -0.04 -3.27 0.20 -0.392
C -1.35 -2.84 0.62 -0.324
C -1.77 -1.78 -0.25 -0.344
H -1.92 -3.24 1.44 0.192
C -0.74 -1.55 -1.19 -0.320
C 0.34 -2.44 -0.92 -0.440
H 1.25 -2.51 -1.50 0.210
H 0.54 -4.05 0.65 0.195
H -2.70 -1.23 -0.20 0.203
H -0.81 -0.85 -2.03 0.240
O 0.70 1.14 -0.11 -0.938
C -0.36 2.13 -2.42 -0.312
C 1.02 2.30 -1.97 -0.545
C -1.48 2.76 -1.72 -0.611
C -0.60 1.45 -3.69 -0.626
C 1.55 1.09 -1.23 -0.083
H 0.97 3.09 -1.23 0.192
H 1.65 2.49 -2.82 0.124
H 1.47 0.14 -1.81 0.131
H 2.62 1.21 -0.92 0.105
H -1.60 3.81 -2.04 0.088
H -1.35 2.73 -0.63 0.203
H -2.43 2.25 -1.97 0.171
H -0.49 2.15 -4.54 0.076
H -1.63 1.05 -3.73 0.175
H 0.11 0.63 -3.83 0.175
C 2.72 -1.67 1.42 -1.295
H 2.99 -1.86 0.38 0.221
H 2.48 -2.54 2.03 0.222
H 3.14 -0.80 1.94 0.207
```

Calculated values
- total charge = -2
- orbital gap (alpha / beta) (eV) = 3.17 / 3.17

[5]
Formula: C6H7N3OS
Source: the OMol25 dataset
Level of theory: wB97M-V/def2-TZVPD

The geometry in XYZ format:
```
18
Properties=species:S:1:pos:R:3:nbo_charge:R:1
C -2.32 -1.00 -1.69 -0.178
C -1.41 -1.30 -0.91 -0.101
C 0.81 -0.31 0.35 0.443
C 1.48 1.71 0.79 0.734
C -1.06 1.40 0.73 -0.405
C -0.49 -1.84 -0.02 -0.410
N 2.05 -0.40 0.09 -0.338
N 2.49 0.90 0.42 -0.461
N 0.34 0.91 0.72 -0.471
O 1.57 2.85 1.07 -0.619
S 0.48 -3.25 -0.65 0.047
H -3.03 -0.78 -2.45 0.243
H -1.40 2.00 -0.06 0.219
H -1.69 0.58 1.05 0.221
H -0.93 2.20 1.53 0.231
H -1.01 -2.07 0.99 0.272
H 3.36 1.04 -0.03 0.419
H 0.75 -2.64 -1.92 0.155
```

Calculated values
- orbital gap (eV) = 9.48
- energy above the lowest of the compared OMol25 structures with the same formula, charge and spin (kcal per mole) = 102.1

[6]
Formula: C5H12O3PS
Source: the OMol25 dataset
Level of theory: wB97M-V/def2-TZVPD

The geometry in XYZ format:
```
22
Properties=species:S:1:pos:R:3:nbo_charge:R:1
C -0.48 1.41 0.77 -0.664
C -2.88 1.05 0.72 -0.613
C -1.50 -0.20 -1.02 -0.449
C 3.78 0.98 0.27 -0.247
C -1.55 0.81 -0.01 -0.016
O 1.82 -1.05 1.11 -1.196
O 1.64 -1.71 -1.42 -1.174
O 3.50 -0.04 -0.63 -0.840
P 2.45 -1.25 -0.23 2.213
S -1.78 1.48 -1.77 -0.095
H -0.85 2.04 1.53 0.203
H 0.03 0.60 1.37 0.272
H 0.22 1.77 0.00 0.240
H -3.09 2.17 0.63 0.217
H -2.65 0.85 1.74 0.193
H -3.59 0.31 0.38 0.207
H -0.53 -0.58 -1.31 0.283
H 3.47 -2.26 -0.02 -0.256
H -2.25 -0.91 -1.15 0.209
H 3.69 0.52 1.27 0.194
H 3.01 1.79 0.23 0.162
H 4.84 1.37 0.05 0.159
```

Calculated values
- total charge = -1
- orbital gap (eV) = 8.46
- energy above the lowest of the compared OMol25 structures with the same formula, charge and spin (kcal per mole) = 0.0

[7]
Formula: C28H84O14S14
Source: the OMol25 dataset
Level of theory: wB97M-V/def2-TZVPD

The geometry in XYZ format:
```
140
Properties=species:S:1:pos:R:3:mulliken_charge:R:1
C -5.06 4.81 -0.86 -0.988
S -6.08 6.27 -0.17 0.504
O -5.09 7.41 -0.12 -0.610
C -6.92 6.70 -1.74 -0.827
H -4.19 4.55 -0.25 0.356
H -4.51 5.12 -1.75 0.325
H -5.71 4.00 -1.17 0.354
H -6.58 6.18 -2.64 0.278
H -6.89 7.79 -1.80 0.305
H -7.96 6.43 -1.58 0.305
C -0.17 -2.63 -5.44 -0.830
S 0.66 -3.99 -4.55 0.535
O 0.43 -5.22 -5.41 -0.656
C 2.46 -3.52 -4.94 -0.976
H -0.15 -1.72 -4.84 0.293
H -1.21 -2.86 -5.65 0.338
H 0.38 -2.40 -6.35 0.292
H 2.78 -2.55 -4.56 0.313
H 2.71 -3.64 -6.00 0.331
H 3.15 -4.12 -4.34 0.362
C 2.92 -4.25 3.86 -0.757
S 3.23 -4.33 5.73 0.463
O 2.63 -3.06 6.28 -0.579
C 2.02 -5.75 6.06 -0.970
H 1.85 -4.43 3.78 0.229
H 3.50 -4.80 3.13 0.362
H 3.04 -3.17 3.73 0.238
H 1.57 -5.89 7.04 0.383
H 2.44 -6.70 5.75 0.360
H 1.08 -5.65 5.51 0.268
C 3.42 4.82 1.09 -0.822
S 4.97 5.45 0.32 0.512
O 4.72 6.51 -0.76 -0.650
C 5.66 6.53 1.65 -0.853
H 3.50 3.75 1.31 0.300
H 2.75 4.94 0.24 0.325
H 3.26 5.44 1.97 0.310
H 5.44 7.59 1.50 0.331
H 6.75 6.48 1.65 0.303
H 5.24 6.29 2.62 0.248
C -1.88 4.76 6.16 -0.968
S -2.50 4.87 4.41 0.477
O -1.57 4.00 3.53 -0.566
C -4.01 3.82 4.70 -0.831
H -1.57 3.79 6.54 0.312
H -2.48 5.28 6.91 0.361
H -0.88 5.17 6.06 0.324
H -4.77 3.96 3.93 0.287
H -4.51 4.08 5.63 0.334
H -3.75 2.77 4.83 0.269
C -1.04 4.89 -8.47 -0.942
S -0.95 5.15 -6.63 0.509
O -2.38 5.10 -6.20 -0.603
C -0.21 3.52 -6.28 -0.899
H -0.10 4.57 -8.92 0.334
H -1.39 5.78 -8.99 0.325
H -1.84 4.17 -8.64 0.301
H -0.77 2.60 -6.48 0.349
H 0.11 3.49 -5.24 0.300
H 0.68 3.33 -6.88 0.325
C 3.09 1.35 5.10 -0.911
S 4.95 1.48 5.02 0.512
O 5.34 2.01 3.64 -0.584
C 5.04 2.88 6.25 -0.949
H 2.65 1.40 6.10 0.338
H 2.67 0.48 4.59 0.291
H 2.76 2.21 4.53 0.313
H 4.50 2.52 7.12 0.358
H 4.48 3.75 5.90 0.306
H 6.09 3.03 6.51 0.320
C -6.36 -3.64 1.90 -1.020
S -5.37 -4.84 0.85 0.551
O -6.42 -5.71 0.19 -0.637
C -4.84 -3.61 -0.38 -0.837
H -6.79 -4.30 2.65 0.319
H -7.27 -3.15 1.55 0.343
H -5.85 -2.93 2.56 0.370
H -4.07 -3.95 -1.08 0.346
H -4.32 -2.83 0.18 0.283
H -5.69 -3.41 -1.04 0.287
C 7.86 -0.16 -0.78 -0.833
S 6.90 -1.64 -1.43 0.514
O 7.86 -2.81 -1.72 -0.646
C 5.90 -1.93 0.10 -0.911
H 8.04 0.65 -1.48 0.320
H 8.83 -0.54 -0.45 0.328
H 7.42 0.22 0.14 0.231
H 6.60 -1.75 0.92 0.326
H 5.59 -2.97 0.06 0.328
H 5.09 -1.21 -0.02 0.346
C 5.71 0.79 -7.14 -0.782
S 5.69 2.61 -6.72 0.484
O 4.59 3.03 -7.66 -0.620
C 4.72 2.43 -5.14 -0.852
H 5.07 0.16 -6.52 0.189
H 6.74 0.42 -7.07 0.320
H 5.47 0.55 -8.18 0.325
H 4.22 1.47 -5.21 0.210
H 4.01 3.14 -4.72 0.392
H 5.45 2.39 -4.33 0.337
C 0.41 -1.49 0.04 -0.924
S 0.54 0.29 -0.40 0.544
O 1.19 0.47 -1.76 -0.602
C -1.27 0.88 -0.62 -0.993
H 1.33 -1.98 -0.27 0.325
H -0.35 -2.04 -0.51 0.290
H 0.23 -1.63 1.11 0.345
H -1.71 1.12 0.35 0.355
H -1.87 0.10 -1.08 0.328
H -1.24 1.73 -1.29 0.331
C -7.29 -1.24 -4.97 -0.959
S -6.12 -0.05 -4.13 0.496
O -4.76 -0.46 -4.55 -0.577
C -6.51 1.54 -5.06 -0.899
H -8.23 -0.91 -4.52 0.330
H -6.93 -2.25 -4.79 0.329
H -7.37 -1.23 -6.06 0.323
H -6.36 1.50 -6.14 0.316
H -5.82 2.23 -4.58 0.293
H -7.53 1.86 -4.85 0.343
C -1.83 -2.36 5.45 -0.840
S -1.89 -1.16 6.88 0.515
O -3.41 -1.03 7.05 -0.649
C -1.41 -2.17 8.36 -0.860
H -2.16 -1.92 4.51 0.342
H -2.37 -3.30 5.49 0.352
H -0.79 -2.48 5.14 0.224
H -2.04 -3.04 8.54 0.309
H -1.47 -1.60 9.28 0.319
H -0.37 -2.50 8.29 0.290
C 0.63 -8.87 2.03 -0.868
S -0.27 -7.69 0.92 0.462
O -0.92 -6.63 1.86 -0.604
C -1.61 -8.72 0.22 -0.862
H -0.01 -9.20 2.84 0.295
H 1.53 -8.36 2.37 0.273
H 0.98 -9.69 1.39 0.362
H -2.07 -9.17 1.10 0.274
H -1.08 -9.49 -0.34 0.341
H -2.33 -8.14 -0.36 0.324
```

Calculated values
- orbital gap (eV) = 8.33
- energy above the lowest of the compared OMol25 structures with the same formula, charge and spin (kcal per mole) = 157.5

[8]
Formula: C5H8
Source: the OMol25 dataset
Level of theory: wB97M-V/def2-TZVPD

The geometry in XYZ format:
```
13
Properties=species:S:1:pos:R:3:nbo_charge:R:1
C -0.43 1.01 -0.77 -0.140
C 0.87 0.74 -0.76 -0.255
C 1.21 -0.17 0.40 -0.445
C -0.13 -0.91 0.58 -0.383
C -1.19 0.14 0.18 -0.460
H -0.87 1.66 -1.52 0.203
H 1.09 0.62 -1.80 0.228
H 2.07 -0.83 0.24 0.214
H 1.44 0.42 1.30 0.208
H -0.15 -1.75 -0.13 0.198
H -0.29 -1.32 1.58 0.206
H -2.05 -0.31 -0.34 0.216
H -1.57 0.71 1.03 0.210
```

Calculated values
- SMILES = C1=CCCC1
- orbital gap (eV) = 9.95
- energy above the lowest of the compared OMol25 structures with the same formula, charge and spin (kcal per mole) = 26.2

no.,molar mass (g mol⁻¹),electronic energy (hartree)
1,364.31,-1344.3885
2,85.07,-317.4826
3,86.09,-302.6417
4,440.34,-913.0316
5,169.21,-870.3675
6,183.19,-1163.0661
7,1093.90,-7744.4814
8,68.12,-195.2502